[1]
Formula: C3H4AuO2
Source: OMol25
Level of theory: ωB97M-V/def2-TZVPD

Last column: Mulliken charge in e.
Positions of all 10 atoms, in Å:
C (0.563, 0.962, 0.169)  0.3504
C (0.935, -0.045, -0.742)  -0.4345
H (1.654, -0.826, -0.482)  0.3475
H (0.715, 0.226, -1.785)  0.3356
C (-0.854, -0.079, -0.161)  0.1528
O (-1.248, -1.157, 0.272)  -0.2090
Au (-2.704, -2.078, 0.348)  0.8365
H (-1.557, 0.581, -0.700)  0.4864
O (0.955, 0.842, 1.421)  -0.2910
H (1.540, 1.574, 1.659)  0.4253

Computed properties:
Largest force on an atom ... 0.175 hartree/bohr
ΔE to the lowest compared entry with this formula, charge and spin ... 62.5 kJ/mol
Spin multiplicity ... 4
HOMO energy (spin up / spin down) ... -17.99 / -21.10 eV
Lowest unoccupied orbital energy (spin up / spin down) ... -11.141 / -14.208 eV
Total charge ... +2
Orbital gap (spin up / spin down) ... 6.84 / 6.89 eV

[2]
Formula: C4H11NOS
Source: OMol25
Level of theory: ωB97M-V/def2-TZVPD

Last column: Mulliken charge in e.
Positions of all 18 atoms, in Å:
C (-0.112, 0.433, -2.887)  -0.8468
S (0.643, -0.980, -2.094)  -0.1068
H (0.635, 1.199, -2.579)  0.3142
H (-0.552, 0.146, -3.788)  0.3828
H (-1.055, 1.016, -2.337)  0.1977
C (-0.181, -2.113, -1.077)  -0.6266
H (-0.491, -1.854, -0.072)  0.1215
H (0.458, -3.059, -0.853)  0.2523
H (-1.066, -2.485, -1.574)  0.3007
C (-0.716, 0.139, 3.175)  -1.1508
C (-0.044, 0.872, 2.022)  0.8083
O (1.139, 1.289, 2.166)  -0.5993
N (-0.838, 1.577, 1.114)  -0.3887
H (-1.600, 0.575, 3.530)  0.3651
H (-0.189, 0.003, 4.074)  0.3418
H (-0.352, 2.051, 0.387)  0.1893
H (-1.783, 1.632, 1.218)  0.1640
H (-1.220, -0.880, 2.966)  0.2812

Computed properties:
Largest force on an atom ... 0.119 hartree/bohr
ΔE to the lowest compared entry with this formula, charge and spin ... 278.1 kJ/mol
Spin multiplicity ... 1
HOMO energy ... -8.40 eV
Lowest unoccupied orbital energy ... 0.663 eV
Orbital gap ... 9.07 eV

[3]
Formula: C49H38FIrN11O6S
Source: OMol25
Level of theory: ωB97M-V/def2-TZVPD

Last column: Mulliken charge in e.
Positions of all 107 atoms, in Å:
Ir (0.233, 1.162, -0.361)  1.9251
C (4.810, -3.104, 3.675)  -1.8425
C (5.292, -1.690, 3.397)  0.5367
C (5.922, -1.072, 4.634)  -1.0087
C (6.478, 0.303, 4.313)  -1.0778
C (5.410, 1.168, 3.705)  0.8056
C (5.478, 2.537, 3.794)  -0.6578
C (4.484, 3.334, 3.230)  -0.0707
F (4.605, 4.665, 3.337)  -0.3599
C (3.408, 2.801, 2.587)  -0.7070
C (3.311, 1.405, 2.491)  0.7310
C (2.201, 0.824, 1.774)  0.7931
O (1.297, 1.612, 1.324)  -0.8965
C (2.147, -0.573, 1.684)  0.8565
C (3.149, -1.311, 2.269)  -0.4995
N (4.196, -0.798, 2.910)  0.3710
C (4.310, 0.586, 3.040)  -1.0210
C (1.132, -1.377, 0.910)  -0.2957
O (0.908, -2.522, 1.259)  -0.7560
O (0.596, -0.844, -0.151)  -0.6673
H (5.626, -3.650, 4.145)  0.4524
H (4.537, -3.653, 2.776)  0.5206
H (3.962, -3.105, 4.363)  0.3515
H (6.040, -1.713, 2.598)  0.1829
H (6.714, -1.733, 4.982)  0.3729
H (5.172, -1.011, 5.428)  0.3329
H (7.310, 0.204, 3.609)  0.3467
H (6.876, 0.785, 5.205)  0.4743
H (6.306, 3.014, 4.304)  0.5125
H (2.646, 3.426, 2.147)  0.6348
H (3.085, -2.384, 2.199)  0.7002
C (-2.275, -1.447, -4.408)  -1.2306
N (-1.809, -0.351, -3.569)  1.4279
C (-1.111, -0.453, -2.452)  -0.7363
N (-0.876, 0.767, -1.980)  -0.1099
C (-1.486, 1.591, -2.885)  -0.7465
N (-2.065, 0.942, -3.859)  -1.0970
C (-3.659, -1.931, -4.056)  1.0545
C (-4.584, -2.120, -5.074)  -0.7846
C (-5.844, -2.636, -4.797)  -0.7183
C (-6.193, -2.942, -3.496)  -0.9722
C (-5.276, -2.728, -2.467)  0.1452
C (-4.010, -2.235, -2.747)  -0.2381
C (-5.697, -3.015, -1.098)  0.5039
N (-6.709, -3.716, -0.722)  -0.4851
N (-6.728, -3.665, 0.662)  -0.4684
C (-5.734, -2.926, 1.013)  0.5337
O (-5.015, -2.488, -0.052)  -0.2068
C (-5.388, -2.459, 2.352)  -0.2759
C (-6.018, -3.014, 3.461)  -0.9462
C (-5.718, -2.526, 4.722)  -0.5877
C (-4.813, -1.485, 4.876)  -0.8874
C (-4.187, -0.928, 3.767)  1.2582
C (-3.250, 0.252, 3.956)  -1.4242
N (-2.633, 0.672, 2.704)  0.6479
C (-1.440, 0.397, 2.188)  -0.2483
N (-1.375, 0.911, 0.966)  0.0370
C (-2.587, 1.511, 0.792)  -0.6284
N (-3.371, 1.390, 1.829)  -0.8767
C (-4.468, -1.432, 2.508)  -0.1902
H (-1.531, -2.239, -4.314)  0.2075
H (-2.256, -1.096, -5.437)  0.4071
H (-0.737, -1.372, -2.027)  0.8637
H (-1.488, 2.666, -2.818)  0.6213
H (-4.316, -1.871, -6.093)  0.4010
H (-6.554, -2.786, -5.598)  0.4162
H (-7.173, -3.331, -3.255)  0.5223
H (-3.306, -2.093, -1.935)  0.7047
H (-6.736, -3.811, 3.323)  0.5326
H (-6.201, -2.952, 5.591)  0.4016
H (-4.601, -1.101, 5.867)  0.4600
H (-2.453, 0.016, 4.659)  0.4259
H (-3.793, 1.116, 4.337)  0.3622
H (-0.673, -0.179, 2.679)  0.6389
H (-2.874, 2.025, -0.108)  0.7341
H (-4.013, -1.011, 1.625)  0.7757
O (4.094, 1.449, -2.628)  -0.7454
S (3.119, 0.711, -1.878)  0.7621
O (3.501, 0.173, -0.602)  -0.4459
N (1.768, 1.589, -1.692)  -0.3357
C (1.578, 2.817, -2.332)  1.3945
C (2.160, 3.283, -3.495)  -0.9540
C (1.895, 4.582, -3.967)  -1.1699
C (1.076, 5.447, -3.297)  -0.8794
C (0.442, 5.006, -2.117)  0.8925
C (-0.374, 5.833, -1.311)  -0.7926
C (-0.909, 5.344, -0.155)  -1.2492
C (-0.711, 3.993, 0.170)  -0.2620
N (-0.010, 3.180, -0.591)  0.8062
C (0.648, 3.681, -1.687)  -0.4522
C (2.595, -0.661, -2.871)  0.4044
C (1.945, -0.412, -4.073)  -0.2977
C (1.605, -1.473, -4.894)  -0.6199
C (1.905, -2.775, -4.508)  -0.6413
C (2.545, -3.014, -3.301)  -0.6826
C (2.900, -1.953, -2.478)  -0.1155
H (2.870, 2.672, -4.028)  0.5852
H (2.384, 4.903, -4.877)  0.4132
H (0.913, 6.457, -3.646)  0.4471
H (-0.542, 6.860, -1.611)  0.4748
H (-1.503, 5.962, 0.502)  0.4508
H (-1.152, 3.568, 1.060)  0.6466
H (1.714, 0.605, -4.370)  0.2547
H (1.116, -1.283, -5.841)  0.4995
H (1.645, -3.604, -5.154)  0.4463
H (2.775, -4.028, -3.001)  0.4387
H (3.398, -2.118, -1.533)  0.4621

Computed properties:
Largest force on an atom ... 0.026 hartree/bohr
Spin multiplicity ... 1
HOMO energy ... -10.13 eV
Lowest unoccupied orbital energy ... -2.681 eV
Total charge ... +1
Orbital gap ... 7.45 eV

Among the records above, which one has the lowest largest force on an atom?
C49H38FIrN11O6S

What is the largest force on an atom in the third record?
0.026 hartree/bohr

spin multiplicity of number 3 (C49H38FIrN11O6S)?
1

What is the spin multiplicity in the first record?
4